[1]
{
  "formula": "C2H4O2P2",
  "method": "ωB97M-V/def2-TZVPD",
  "species": ["P", "P", "O", "O", "C", "C", "H", "H", "H", "H"],
  "xyz": [[-2.74291, -0.08998, -0.03665], [0.60092, -0.80368, 0.03985], [1.48669, -1.95411, -0.03233], [-2.82016, 1.37333, 0.03161], [-1.10458, -0.92059, 0.02100], [1.36280, 0.85608, 0.01201], [2.14687, 0.92089, 0.76692], [1.81529, 1.00370, -0.97053], [0.58893, 1.59907, 0.17439], [-1.33385, -1.98471, -0.00628]],
  "atomic_forces_ev_per_a": [[0.4, -1.0, 0.0], [-2.4, 1.2, -0.2], [0.6, -0.4, 0.1], [0.7, 0.5, 0.1], [1.3, 0.6, 0.1], [-0.3, -0.6, 0.0], [-0.1, -0.1, 0.0], [0.0, -0.1, 0.0], [-0.1, 0.1, 0.1], [0.0, -0.1, 0.0]],
  "mulliken_charge": [0.231, 0.632, -0.573, -0.447, -0.330, -0.731, 0.297, 0.297, 0.311, 0.314],
  "homo_lumo_gap_ev": 8.3,
  "lumo_energy_ev": -1.087
}

[2]
{
  "formula": "C2H4O2PS",
  "method": "ωB97M-V/def2-TZVPD",
  "species": ["S", "P", "O", "O", "C", "C", "H", "H", "H", "H"],
  "xyz": [[0.40777, -2.47386, 0.88072], [0.25686, -0.57687, 1.10845], [1.18836, 0.24687, 2.01790], [-1.29817, -0.12257, 1.49700], [0.21339, 1.23063, -1.33141], [0.23580, 0.00733, -0.87282], [0.26113, -0.92062, -1.37815], [-1.96986, -0.91172, 1.35015], [0.33162, 1.35212, -2.39840], [0.37307, 2.16869, -0.87343]],
  "atomic_forces_ev_per_a": [[0.0, -1.7, 0.2], [0.8, 3.8, -0.7], [-1.7, -1.4, -1.9], [-1.8, -2.5, -0.3], [0.9, -0.2, -2.0], [0.1, -0.3, 4.6], [-0.1, -0.5, -1.2], [2.4, 2.3, 0.3], [-0.3, 0.0, -0.6], [-0.3, 0.5, 1.4]],
  "mulliken_charge": [-0.594, 0.695, -0.710, -0.538, -0.648, -0.358, 0.303, 0.314, 0.242, 0.294],
  "homo_lumo_gap_ev": 8.1,
  "total_charge": -1,
  "lumo_energy_ev": 3.750,
  "smiles": "C=C[P@@]([O-])(O)=S"
}

[3]
{
  "formula": "C2H4O2PS",
  "method": "ωB97M-V/def2-TZVPD",
  "species": ["S", "P", "O", "O", "C", "C", "H", "H", "H", "H"],
  "xyz": [[0.37082, -2.41357, -2.08743], [-0.12787, -0.50025, -1.75713], [0.58250, 0.59661, -2.52579], [1.57311, 0.72395, 1.46213], [-1.39125, 0.03426, 0.77065], [-0.37066, -0.29885, -0.04241], [1.86500, 1.37480, 0.86923], [-2.34281, 0.45531, 0.46502], [-1.15197, -0.05110, 1.90423], [0.99313, 0.07884, 0.94150]],
  "atomic_forces_ev_per_a": [[-0.8, 1.0, -0.3], [2.7, -0.3, 0.5], [-1.4, -0.9, 0.7], [-0.5, -1.8, 1.6], [1.9, -0.5, 1.0], [-2.2, 0.4, -0.4], [0.4, 1.2, -1.4], [-0.2, -0.3, 0.1], [-0.7, 0.4, -1.9], [0.8, 0.9, 0.2]],
  "mulliken_charge": [-0.506, 0.434, -0.625, -0.736, -0.341, -0.286, 0.306, 0.249, 0.158, 0.348],
  "homo_lumo_gap_ev": [7.4, 7.4],
  "total_charge": -1,
  "lumo_energy_ev": [3.324, 3.323]
}